{
  "formula": "C34H56BN2O18",
  "method": "the ωB97M-V functional and the def2-TZVPD basis",
  "lumo_ev": 1.30,
  "spin_multiplicity": 1,
  "homo_lumo_gap_ev": 6.16,
  "total_charge": -1,
  "symbols": ["C", "O", "C", "B", "C", "C", "O", "C", "C", "O", "C", "C", "O", "N", "C", "C", "O", "N", "O", "H", "H", "H", "H", "H", "H", "H", "H", "H", "H", "H", "H", "H", "H", "H", "H", "H", "H", "H", "H", "O", "C", "O", "C", "C", "C", "H", "H", "H", "H", "H", "H", "O", "C", "O", "C", "C", "C", "H", "H", "H", "H", "H", "H", "O", "C", "O", "C", "C", "C", "H", "H", "H", "H", "H", "H", "O", "C", "O", "C", "C", "C", "H", "H", "H", "H", "H", "H", "O", "C", "O", "C", "C", "C", "H", "H", "H", "H", "H", "H", "O", "C", "O", "C", "C", "C", "H", "H", "H", "H", "H", "H"],
  "xyz": [[3.937914, 3.109927, 0.547066], [2.760929, 3.657575, -0.170060], [1.722941, 2.587823, -0.251320], [1.237534, 2.542320, -1.835549], [0.338612, 3.833770, -2.310556], [-0.056987, 4.888157, -1.120985], [-1.184528, 5.797386, -1.514661], [-2.456886, 5.059855, -1.560955], [-3.168058, 4.273644, -0.296001], [-3.083615, 4.989012, -2.757131], [0.345965, 1.192141, -2.130643], [1.053847, -0.219677, -1.684473], [2.395874, -0.314518, -1.813178], [0.169269, -1.350317, -1.187690], [-1.149323, -1.425442, -1.925123], [-0.004316, -1.336462, 0.314931], [2.509977, 2.608843, -2.638663], [2.341435, 2.036799, -3.843305], [3.491420, 1.714714, -4.188842], [4.737714, 3.956511, 0.676227], [3.556147, 2.764294, 1.603235], [4.355949, 2.241107, -0.123927], [0.850730, 2.722557, 0.517252], [2.284964, 1.586620, 0.065132], [-0.618295, 3.403686, -2.874770], [0.932355, 4.439477, -3.148759], [0.865312, 5.593439, -0.933409], [-0.388415, 4.403000, -0.109227], [-4.313652, 4.161763, -0.510449], [-2.956344, 4.826859, 0.739453], [-2.664402, 3.191574, -0.265203], [-0.058282, 1.113288, -3.248935], [-0.640674, 1.288771, -1.465409], [-0.945032, -1.690240, -3.060737], [-1.849142, -0.496287, -1.790686], [-1.751149, -2.351225, -1.472784], [-0.605769, -0.426097, 0.737777], [-0.564568, -2.335691, 0.623415], [1.034743, -1.364644, 0.888200], [-2.972719, -2.576285, -0.186951], [-3.435730, -3.694333, -0.341122], [-2.744218, -4.850943, -0.121452], [-3.554451, -5.961001, -0.504952], [-4.971918, -5.453445, -0.459186], [-4.815591, -4.002500, -0.838300], [-3.258812, -6.278410, -1.510444], [-3.395617, -6.790904, 0.189779], [-5.648710, -6.006769, -1.115643], [-5.359026, -5.525811, 0.564495], [-4.845230, -3.859599, -1.922050], [-5.561802, -3.376096, -0.344134], [-5.430807, -7.929204, 0.243026], [-5.933392, -8.356214, 1.269305], [-5.311637, -8.365838, 2.484837], [-6.144815, -9.032902, 3.431737], [-7.537452, -8.950614, 2.863660], [-7.290092, -8.983911, 1.376679], [-5.798301, -10.066570, 3.534807], [-6.070402, -8.535562, 4.403197], [-8.194080, -9.750500, 3.216040], [-7.994207, -7.992051, 3.138516], [-7.241537, -10.007539, 0.995048], [-8.037799, -8.402357, 0.832491], [6.322895, 3.130661, 1.234146], [7.103934, 4.060473, 1.350797], [7.275730, 4.782370, 2.496894], [8.181187, 5.855464, 2.243125], [8.971738, 5.431142, 1.033208], [7.974430, 4.606253, 0.259682], [7.601193, 6.766526, 2.062188], [8.822500, 6.010937, 3.115574], [9.376265, 6.273693, 0.466096], [9.811518, 4.796981, 1.342440], [7.366421, 5.223325, -0.407672], [8.463226, 3.801614, -0.294434], [2.568325, 1.014502, 4.000544], [2.369966, -0.152869, 4.293935], [1.215929, -0.829721, 4.021431], [1.288947, -2.131844, 4.600156], [2.759501, -2.408244, 4.773342], [3.324443, -1.035827, 5.039272], [0.752856, -2.120317, 5.554953], [0.812837, -2.858191, 3.935055], [2.971374, -3.129927, 5.566711], [3.175722, -2.801709, 3.837949], [3.291308, -0.781075, 6.102200], [4.339828, -0.937340, 4.648497], [1.446722, -3.971861, 2.176186], [1.736690, -4.750465, 1.282948], [2.960635, -5.338881, 1.141829], [2.978610, -6.098455, -0.065857], [1.532909, -6.384492, -0.377387], [0.830951, -5.164348, 0.162900], [3.461939, -5.501821, -0.846616], [3.552999, -7.017140, 0.084858], [1.348310, -6.560713, -1.440412], [1.203022, -7.272676, 0.175169], [0.786175, -4.359860, -0.576430], [-0.167925, -5.407022, 0.532720], [-2.231675, 11.640207, -4.964346], [-2.430034, 10.472837, -4.670955], [-3.584071, 9.795985, -4.943460], [-3.511053, 8.493861, -4.364735], [-2.040499, 8.217461, -4.191549], [-1.475557, 9.589878, -3.925618], [-4.047144, 8.505388, -3.409937], [-3.987163, 7.767514, -5.029835], [-1.828626, 7.495779, -3.398180], [-1.624278, 7.823996, -5.126941], [-1.508692, 9.844631, -2.862690], [-0.460172, 9.688365, -4.316394]],
  "forces_ev_per_a": [[-1.0, 0.7, -0.4], [0.1, -1.5, 1.4], [1.0, -0.9, 0.4], [-0.4, 0.3, 0.8], [-1.3, 1.7, -0.7], [0.9, -0.6, -0.1], [-3.1, -2.6, 0.4], [-1.8, 0.0, -5.8], [1.3, 0.1, 0.0], [3.6, 0.8, 7.3], [-1.5, -2.1, 0.4], [4.8, 0.9, -1.4], [-8.1, -0.3, 1.3], [0.5, 1.5, -0.1], [-0.5, -1.3, -0.2], [0.3, -0.9, 1.2], [-1.2, -0.8, -0.7], [5.1, -0.1, 1.3], [-2.9, 0.2, -1.2], [-2.4, -1.6, -0.6], [1.1, 0.4, -1.9], [-0.6, 1.6, 1.6], [1.6, 0.0, -1.0], [-1.4, 1.8, -0.7], [1.6, 1.2, 1.3], [-1.3, -1.1, 1.8], [-2.0, -1.4, -0.2], [0.9, 0.7, -1.9], [2.4, 0.4, 0.3], [-0.5, -1.2, -2.4], [-1.1, 2.4, 0.0], [1.0, 0.0, 2.3], [1.8, -0.3, -1.3], [-0.4, 1.0, 2.3], [1.4, -1.6, -0.4], [1.9, 2.4, -1.3], [0.9, -1.5, -0.9], [1.1, 2.2, -0.7], [-2.1, 0.2, -1.5], [-1.1, -2.3, 0.7], [0.7, 1.9, 0.2], [0.0, 1.0, 0.0], [0.1, -0.9, 0.0], [-0.8, -0.1, -0.1], [-0.4, -0.2, 0.2], [0.0, 0.0, 0.0], [0.2, 0.3, -0.2], [0.2, 0.1, 0.2], [0.1, 0.0, -0.2], [0.0, 0.2, 0.1], [0.3, 0.2, -0.3], [-0.6, -1.1, 2.1], [1.0, 0.4, -1.7], [0.0, 0.3, -0.9], [0.0, -0.2, 0.8], [-0.8, -0.1, 0.4], [-0.5, 0.1, 0.2], [0.0, 0.1, 0.0], [0.2, 0.0, -0.2], [0.1, 0.1, 0.0], [0.1, -0.2, 0.0], [0.0, 0.1, -0.1], [0.3, -0.2, -0.2], [2.8, 1.5, 1.2], [-1.6, -2.0, -0.4], [-0.2, -0.4, -0.1], [0.1, 0.5, 0.4], [0.8, 0.3, -0.4], [0.5, 0.0, -0.2], [0.0, -0.1, 0.0], [-0.3, -0.1, 0.0], [0.0, -0.1, 0.1], [-0.1, 0.1, 0.0], [0.0, -0.2, 0.0], [-0.4, 0.1, -0.1], [-0.8, -2.0, 0.3], [0.2, 2.3, -0.5], [0.5, 0.7, -0.1], [-0.6, -0.7, 0.0], [0.5, -0.8, 0.0], [0.4, -0.4, -0.1], [0.0, 0.1, 0.0], [0.0, 0.4, 0.1], [-0.1, 0.0, -0.1], [-0.2, 0.0, 0.2], [0.1, 0.1, -0.1], [-0.2, 0.3, 0.2], [1.0, -1.5, -1.1], [-0.5, 1.5, 1.1], [-0.5, 0.4, 0.6], [0.5, -0.3, -0.5], [-0.4, -0.6, -0.5], [-0.3, -0.4, -0.1], [0.0, 0.0, 0.1], [0.1, 0.3, 0.1], [0.1, 0.0, 0.1], [0.1, 0.1, -0.1], [-0.1, 0.1, 0.2], [0.1, 0.5, -0.1], [-0.8, -1.6, 0.1], [0.2, 1.9, -0.2], [0.5, 1.0, -0.2], [-0.3, -0.8, 0.1], [0.5, -0.9, 0.2], [0.3, -0.4, -0.2], [0.0, 0.0, -0.1], [-0.1, 0.3, 0.1], [-0.1, 0.0, -0.2], [-0.1, 0.0, 0.2], [0.1, 0.1, -0.1], [-0.2, 0.3, 0.3]]
}

{
  "formula": "C34H56GeN6O8PTi",
  "method": "the ωB97M-V functional and the def2-TZVPD basis",
  "s_squared": 0.7522,
  "e_above_lowest_kcal_mol": 28.96,
  "lumo_ev": [-1.00, -1.00],
  "spin_multiplicity": 2,
  "homo_lumo_gap_ev": [6.55, 6.55],
  "total_charge": 0,
  "symbols": ["Ti", "C", "C", "C", "C", "O", "Ge", "O", "C", "C", "C", "C", "O", "C", "C", "C", "C", "H", "H", "H", "H", "H", "H", "H", "H", "H", "H", "H", "H", "H", "H", "H", "H", "H", "H", "H", "H", "H", "H", "H", "H", "H", "H", "H", "O", "C", "O", "C", "C", "C", "N", "C", "C", "C", "O", "O", "H", "H", "H", "N", "C", "C", "C", "C", "C", "C", "C", "C", "N", "C", "H", "H", "H", "H", "H", "H", "H", "H", "C", "N", "C", "P", "O", "N", "C", "C", "N", "C", "C", "H", "H", "H", "H", "H", "H", "H", "H", "H", "H", "H", "H", "H", "H", "H", "H", "H", "H"],
  "xyz": [[-0.091537, 0.107593, -0.049017], [-3.047309, -1.306877, 2.738838], [-3.145485, -0.393552, 1.515337], [-3.215426, 1.050799, 1.976774], [-4.418833, -0.728673, 0.734688], [-2.001583, -0.561466, 0.631650], [-1.875623, -2.377456, -0.174334], [-1.871183, -1.850891, -1.917299], [-2.757621, -2.283555, -2.949974], [-3.197162, -3.734655, -2.747636], [-3.983678, -1.377434, -2.975206], [-1.987275, -2.157703, -4.256573], [0.082062, -1.952350, 0.001093], [0.996637, -3.033807, -0.322833], [0.622785, -4.259854, 0.507938], [2.422812, -2.603979, 0.063798], [0.914522, -3.376410, -1.810101], [-4.021338, -1.370782, 3.229546], [-2.329146, -0.922914, 3.460768], [-2.747865, -2.315717, 2.449608], [-3.965138, 1.134746, 2.765949], [-3.510077, 1.728776, 1.167551], [-2.266280, 1.387012, 2.388841], [-5.298975, -0.472008, 1.328392], [-4.473191, -1.794682, 0.494414], [-4.450756, -0.161900, -0.201663], [-3.767049, -3.845485, -1.821957], [-2.326346, -4.394022, -2.693932], [-3.827058, -4.062493, -3.578421], [-4.565434, -1.499767, -2.057396], [-4.627502, -1.616649, -3.825896], [-3.675675, -0.330913, -3.054207], [-1.167217, -2.880727, -4.287708], [-1.562843, -1.152682, -4.348137], [-2.644330, -2.338602, -5.111593], [0.660113, -4.019028, 1.574804], [1.329846, -5.065339, 0.302889], [-0.379073, -4.621994, 0.275380], [2.907335, -3.383830, 0.655412], [2.405900, -1.688887, 0.657426], [3.056121, -2.432803, -0.813706], [-0.009664, -3.907865, -2.043324], [1.755875, -4.015234, -2.085368], [0.928448, -2.473489, -2.424101], [0.386527, 1.631495, 6.765837], [0.008747, 2.429608, 5.875841], [-0.399292, 3.607273, 5.919817], [0.000595, 1.806224, 4.451460], [0.064718, 0.437689, 4.287240], [0.114975, -0.105828, 3.019926], [0.158837, 0.648779, 1.925544], [0.129638, 1.975520, 2.078430], [0.004394, 2.595776, 3.298127], [0.381365, 2.748328, 0.798011], [0.414018, 3.944329, 0.748539], [0.604296, 1.925734, -0.211061], [0.083639, -0.188466, 5.172666], [0.155687, -1.177593, 2.854925], [-0.039518, 3.675241, 3.354090], [1.575649, -0.095366, -1.568407], [1.041764, 0.348302, -2.834119], [1.746440, 0.306982, -3.991188], [1.225218, 0.877430, -5.180624], [0.035396, 1.533482, -5.163495], [-0.733984, 1.570591, -3.976054], [-1.962105, 2.258573, -3.867718], [-2.639359, 2.236229, -2.696686], [-2.141506, 1.457812, -1.630505], [-1.031738, 0.784036, -1.706683], [-0.269098, 0.898152, -2.834745], [1.982024, 0.704832, -1.072422], [2.310983, -0.773181, -1.696544], [2.739553, -0.129837, -3.991396], [1.803224, 0.829307, -6.094053], [-0.334567, 2.036977, -6.049723], [-2.337131, 2.820767, -4.716783], [-3.559426, 2.789951, -2.567237], [-2.683366, 1.377713, -0.700942], [6.611242, 0.790472, 2.166873], [5.379492, 0.578869, 1.422120], [5.491185, 0.749198, -0.016822], [3.924312, 0.435390, 2.198257], [2.825054, 0.390706, 1.195807], [4.135788, -0.866037, 3.195514], [4.908534, -2.033606, 2.785566], [3.111219, -1.183893, 4.193548], [3.663266, 1.657266, 3.271086], [3.244414, 2.947259, 2.708146], [4.335859, 1.799444, 4.562812], [7.396566, 0.120898, 1.801771], [6.456948, 0.582157, 3.225025], [6.971593, 1.819407, 2.064759], [5.899795, 1.734577, -0.267441], [4.507696, 0.657158, -0.469908], [6.154678, -0.011681, -0.447264], [5.531401, -1.803674, 1.924655], [4.249186, -2.868157, 2.523526], [5.553604, -2.362993, 3.605118], [2.440120, -1.971495, 3.828867], [2.515874, -0.305127, 4.434046], [3.582943, -1.542725, 5.112546], [2.748161, 2.803612, 1.751346], [4.107255, 3.609734, 2.561774], [2.544111, 3.439210, 3.385917], [4.744650, 0.849782, 4.897444], [3.617931, 2.148488, 5.309217], [5.150898, 2.530956, 4.503312]],
  "forces_ev_per_a": [[0.7, -2.3, 1.0], [0.1, 0.0, -0.1], [-0.1, 0.0, 0.0], [0.0, 0.2, 0.0], [0.1, 0.1, -0.1], [0.0, -0.5, -0.4], [0.0, -0.2, 0.4], [0.0, 0.1, -0.1], [0.0, -0.1, 0.1], [0.0, 0.0, 0.0], [0.0, 0.1, 0.0], [0.1, 0.0, -0.1], [-0.7, 0.1, -0.1], [0.2, 0.1, 0.1], [-0.1, 0.1, 0.1], [0.0, 0.0, 0.0], [-0.1, 0.0, 0.0], [0.1, 0.0, 0.0], [0.0, 0.0, 0.0], [-0.1, 0.0, 0.0], [0.0, 0.1, 0.0], [0.0, -0.1, 0.1], [0.0, 0.0, 0.0], [0.0, 0.0, 0.0], [0.0, 0.0, 0.0], [0.0, 0.0, 0.1], [0.0, 0.0, 0.0], [0.0, 0.0, 0.0], [0.0, 0.0, 0.0], [0.0, 0.0, -0.1], [0.0, 0.0, 0.1], [0.0, -0.1, 0.0], [0.0, 0.1, 0.0], [-0.1, -0.1, 0.0], [0.1, 0.0, 0.0], [0.0, 0.0, -0.1], [0.0, 0.0, 0.0], [0.0, 0.0, 0.0], [0.0, 0.0, -0.1], [0.0, 0.0, 0.0], [0.0, 0.0, 0.1], [0.0, 0.0, 0.0], [0.0, 0.0, 0.0], [0.0, -0.1, 0.0], [-0.1, 0.5, -0.5], [-0.4, 0.0, 0.4], [0.4, -0.6, 0.0], [0.1, 0.6, -0.1], [-0.1, -0.5, 0.0], [-0.1, -0.4, 0.0], [0.0, 0.5, 0.7], [0.2, 0.7, -0.1], [0.0, -0.1, 0.3], [0.1, -0.8, 0.2], [0.0, 0.6, -0.1], [-0.1, 0.6, 0.4], [0.0, 0.1, 0.0], [-0.1, 0.0, 0.0], [0.0, 0.0, 0.1], [-0.4, 0.7, -0.3], [-0.2, 0.0, 0.5], [0.2, 0.0, -0.5], [0.2, -0.2, 0.1], [-0.2, 0.1, 0.0], [0.0, -0.1, -0.1], [0.1, 0.1, -0.4], [-0.3, 0.0, 0.5], [-0.5, 0.1, -0.3], [-0.1, 0.9, -1.5], [0.2, -0.1, -0.1], [0.2, 0.0, -0.1], [-0.1, -0.3, 0.1], [0.0, 0.0, 0.0], [0.0, 0.0, 0.0], [0.0, -0.1, 0.1], [0.0, -0.1, 0.0], [0.0, -0.1, 0.0], [-0.1, 0.0, 0.0], [-0.1, 0.0, -0.1], [0.2, 0.0, -0.2], [0.1, 0.0, 0.1], [-0.2, 0.1, 0.0], [0.3, -0.1, -0.3], [-0.1, -0.4, 0.1], [-0.1, 0.1, 0.1], [0.2, 0.0, 0.0], [0.0, 0.4, 0.1], [0.1, -0.1, 0.1], [-0.1, 0.1, -0.1], [0.0, 0.0, 0.0], [0.0, 0.0, 0.0], [0.0, 0.0, 0.0], [0.0, 0.0, 0.0], [0.0, 0.0, 0.0], [0.0, 0.0, 0.0], [0.0, 0.0, 0.0], [0.0, 0.0, 0.0], [0.0, 0.0, 0.0], [0.0, 0.0, 0.0], [0.1, 0.0, 0.0], [0.0, 0.0, 0.0], [0.1, 0.0, 0.0], [0.0, 0.0, 0.0], [0.1, 0.0, 0.0], [0.0, 0.0, 0.0], [0.0, 0.0, 0.0], [0.0, 0.0, 0.0]]
}

| no. | E_tot (Eh) |
| --- | --- |
| 1 | -2817.62831 |
| 2 | -5527.66040 |